47
Properties=species:S:1:pos:R:3 method="wB97M-V/def2-TZVPD" multiplicity=1 total_energy_ha=-1106.96821 total_charge=+2 e_above_lowest_kj_mol=124.0 mol_weight_g_mol=282.29
O 0.388 -4.041 0.788
C 0.928 -2.931 0.807
O 2.053 -2.711 0.079
C 0.404 -1.683 1.402
C 0.116 -0.515 0.230
C 1.374 -0.086 -0.445
N 1.275 1.359 -0.993
N -0.820 -1.863 2.264
H 2.342 -3.481 -0.469
H 1.325 -1.280 1.964
H -0.204 0.228 0.919
H -0.768 -0.769 -0.428
H 1.565 -0.576 -1.467
H 2.279 -0.053 0.099
H 1.776 1.357 -1.899
H 0.291 1.574 -1.300
H 1.701 2.151 -0.427
H -0.573 -1.232 3.184
H -1.668 -1.804 1.716
H -0.759 -2.933 2.443
H -0.820 -3.694 -0.621
H -2.042 -3.286 -1.686
O -1.539 -3.026 -0.871
H -0.198 -0.242 5.049
H 1.244 -0.746 4.708
O 0.261 -0.582 4.348
H -1.651 0.659 3.622
H -2.585 0.987 2.547
O -2.092 0.277 2.875
H 4.285 -2.453 2.551
H 4.073 -1.214 3.338
O 3.550 -1.823 2.682
H -0.816 0.893 -5.121
H -0.477 -0.360 -4.421
O -0.528 0.597 -4.200
H -3.523 1.363 -4.048
H -4.287 1.766 -2.815
O -3.377 1.798 -3.097
H -1.918 1.569 -2.293
H -2.391 1.885 -0.807
O -1.637 1.594 -1.346
H -0.527 4.257 -0.451
H -0.405 4.368 1.094
O -0.016 3.825 0.358
H 0.871 3.411 -3.610
H 1.897 4.139 -3.195
O 1.626 3.327 -3.057